The following is a quantum chemistry calculation of an isolated molecule of C4H7NO2, from the Open Molecules 2025 dataset.

Geometry (Å):
C: -2.229107 -0.703105 0.000088
C: -1.014059 -0.171920 -0.128467
N: -0.705263 1.196643 -0.171382
O: 0.082327 -0.988555 -0.202676
C: 1.213212 -0.592447 0.553528
C: 2.156504 0.273816 -0.258021
O: 3.120210 0.824396 0.209874
H: -2.340709 -1.767926 0.160828
H: -1.520286 1.779902 -0.031442
H: -3.118904 -0.086880 -0.064075
H: -0.227093 1.469035 -1.024388
H: 0.936135 -0.060474 1.469197
H: 1.741681 -1.512187 0.828394
H: 1.905354 0.339698 -1.341460

Forces on the atoms, in the same order (eV/Å):
C 0.1 0.0 0.0
C -0.3 0.0 0.0
N -0.1 0.0 -0.1
O -0.1 0.0 0.0
C 0.1 0.0 0.1
C 0.4 0.1 0.2
O -0.4 -0.2 -0.2
H 0.0 0.1 0.0
H 0.1 -0.1 0.0
H 0.2 -0.1 0.0
H 0.0 0.0 0.1
H 0.0 -0.1 -0.1
H 0.0 0.1 -0.1
H 0.1 0.0 0.1

Properties
* E_HOMO: -8.84 eV
* SMILES string: C=C(N)OCC=O
* relative energy (zero: lowest compared OMol25 entry of this formula, charge and spin): 47.4 kcal per mole

---

The following is a quantum chemistry calculation of a cluster of 2 separate species, C4H12N2S in total at a distorted geometry, from the Open Molecules 2025 dataset.

Geometry (Å):
N: 1.037061 1.094196 -1.490835
C: 0.221882 0.243544 -0.683803
C: -1.082923 1.008555 -0.374880
C: -2.138792 0.293770 0.558474
S: -2.215764 -1.499432 0.315254
C: 0.977681 -0.374182 0.510591
N: 2.209242 -1.019362 0.106631
H: 1.835298 0.594807 -1.870258
H: 1.225613 2.009594 -1.122429
H: -0.205407 -0.662085 -1.158496
H: -1.495390 1.164846 -1.384377
H: -0.734887 2.001333 -0.028151
H: -3.073571 0.845461 0.513005
H: -1.629719 0.419719 1.525189
H: -1.182059 -2.208440 1.819664
H: 0.226408 -1.019561 0.984322
H: 1.227633 0.309658 1.347864
H: 2.820626 -1.333155 0.849694
H: 1.977067 -1.869270 -0.417454

Forces on the atoms, in the same order (eV/Å):
N -0.2 -0.8 -1.5
C -0.4 -0.5 1.2
C 0.2 -0.2 -0.6
C 3.0 1.0 0.2
S 1.0 -1.5 2.6
C -0.7 0.6 1.7
N -0.1 -1.0 -1.0
H 0.0 0.6 0.4
H 0.3 -0.1 0.2
H 0.9 0.4 -0.8
H -0.1 0.1 0.4
H -0.8 -0.3 0.4
H -0.2 -0.5 0.2
H -0.9 0.0 0.2
H -2.2 1.6 -3.0
H 0.5 -0.4 -0.1
H 0.0 0.4 -0.7
H -0.3 0.3 0.2
H 0.2 0.4 0.1

Properties
* E_HOMO: -8.58 eV
* relative energy (zero: lowest compared OMol25 entry of this formula, charge and spin): 66.2 kcal per mole

---

Q: Which value of E_HOMO does entry 1 give?
A: -8.84 eV